1.
The following is a DFT calculation (wB97M-V/def2-TZVPD) of C23H26N4S3V as an isolated structure.

Positions of all 57 atoms, in Å:
V 0.11 -0.46 0.13
S 2.48 -0.68 0.45
S 0.52 2.01 1.78
S 0.41 1.20 -1.44
N -1.96 -0.38 0.27
N -0.39 -1.82 -1.37
N -1.43 2.92 3.33
N 0.66 3.50 3.98
C -1.54 -2.57 -0.77
C 2.09 3.53 4.01
C -0.92 -1.31 3.80
C -2.78 0.85 0.21
C -1.95 -1.03 -4.69
C -1.23 -0.69 1.46
C -1.64 0.33 -4.82
C 0.44 -1.59 3.86
C 0.70 -2.78 -1.75
C 2.81 2.35 4.15
C 4.19 2.40 4.20
C -0.11 2.85 3.09
C 1.43 -1.55 2.88
C -1.72 -0.96 2.69
C -2.61 -1.56 -0.36
C -0.82 -1.05 -2.56
C -0.51 0.31 -2.67
C 4.85 3.62 4.13
C -1.54 -1.71 -3.56
C 4.13 4.79 4.00
C -0.94 0.98 -3.82
C 2.74 4.75 3.93
C 1.33 -1.07 1.56
H 0.79 -1.90 4.84
H -3.71 0.72 0.77
H 4.75 1.48 4.31
H -1.76 -2.76 -3.46
H 0.19 4.13 4.63
H -1.45 -1.44 4.73
H -2.80 -0.90 2.86
H -2.49 -1.55 -5.46
H -0.70 2.03 -3.92
H -3.33 -2.02 0.32
H 2.28 1.40 4.21
H 2.16 5.66 3.80
H -2.20 1.67 0.60
H -2.06 2.53 2.65
H -3.01 1.05 -0.84
H 1.52 -2.22 -2.19
H 2.42 -1.86 3.21
H 4.64 5.75 3.94
H -3.15 -1.20 -1.24
H -1.95 0.87 -5.70
H 1.04 -3.31 -0.87
H -1.16 -3.12 0.09
H -1.82 3.40 4.13
H 5.93 3.65 4.17
H -1.95 -3.29 -1.47
H 0.30 -3.49 -2.48

Energy (Ha): -3249.3507
2S+1: 3
ΔE to the lowest compared entry with this formula, charge and spin (eV): 4.6622
Kohn-Sham gap (spin up / spin down) (eV): 6.84 / 4.01
⟨S²⟩: 2.0359
Charge: +1

These are the Löwdin partial charges, in e, on atoms 1 to 8: number 1, V, carries 0.290; number 2, S, carries 0.739; number 3, S, carries 0.760; number 4, S, carries 0.761; number 5, N, carries -0.260; number 6, N, carries -0.240; number 7, N, carries 0.115; number 8, N, carries 0.057

2.
The following is a DFT calculation (wB97M-V/def2-TZVPD) of one molecule with the formula ClO2PS.

Positions of all 5 atoms, in Å:
Cl -1.12 2.29 0.19
S 0.88 -0.69 0.59
P -1.17 0.37 -0.25
O 1.08 -2.09 0.36
O 0.33 0.12 -0.89

Energy (Ha): -1350.1925
ΔE to the lowest compared entry with this formula, charge and spin (eV): 0.7657
Kohn-Sham gap (spin up / spin down) (eV): 7.50 / 7.51
Charge: 0
SMILES string: O=S1#P(Cl)O1

Formally, the Löwdin partial charges of the atoms, in units of the elementary charge, are as follows: number 1, Cl, carries 0.205; number 2, S, carries 0.784; number 3, P, carries 0.372; number 4, O, carries -0.533; number 5, O, carries -0.827

3.
The following is a DFT calculation (wB97M-V/def2-TZVPD) of one molecule with the formula C21H28N2O3.

Positions of all 54 atoms, in Å:
O 1.53 -0.24 -3.77
O -4.14 2.77 3.43
O -5.11 0.21 2.33
N 0.48 -0.76 1.07
N 2.24 -0.70 -1.27
C -3.05 -0.46 2.06
C 3.10 -0.54 -2.24
C -2.09 2.03 3.01
C 0.81 -1.71 -3.54
C 5.03 0.26 -4.20
C 4.55 -0.25 -1.77
C 2.80 -1.00 0.26
C -1.61 -0.40 2.28
C 0.10 -0.53 -0.14
C -1.03 0.70 2.88
C 2.88 -0.32 -3.39
C -0.55 -1.60 1.88
C 1.51 -2.83 -4.53
C 5.47 0.05 -2.91
C 1.48 -1.91 0.90
C -3.88 3.83 3.88
C -3.70 0.65 2.62
C 3.87 -0.10 -4.32
C -3.40 1.78 3.09
C 1.24 0.26 -0.79
C -6.26 1.14 2.45
H 3.28 0.14 -5.47
H 2.41 -2.77 -4.37
H -1.06 -2.48 1.41
H 2.02 -2.16 1.97
H -3.20 3.73 4.87
H 1.35 1.14 -0.40
H -0.78 0.18 0.00
H -3.10 4.62 3.20
H 3.42 -1.85 0.17
H -3.24 -1.43 1.75
H 1.08 -3.77 -4.32
H -4.57 4.32 4.27
H -5.98 2.14 2.02
H 1.23 -2.71 0.21
H -0.38 -1.18 -0.83
H -0.33 -1.62 -3.81
H -0.05 -1.84 2.83
H 1.35 -2.42 -5.66
H -7.12 0.59 2.23
H 1.03 -2.03 -2.56
H -1.53 2.64 3.54
H 5.81 0.30 -5.00
H 0.00 0.92 3.18
H 4.90 -0.33 -0.61
H -6.21 1.49 3.54
H 0.88 0.50 -1.87
H 3.11 -0.33 0.94
H 6.41 0.15 -2.65

Energy (Ha): -1151.4578
ΔE to the lowest compared entry with this formula, charge and spin (eV): 23.9725
Kohn-Sham gap (eV): 8.48
Charge: 0
SMILES string: CCOc1ccccc1N1CCN(Cc2ccc(OC)c(OC)c2)CC1

These are the Löwdin partial charges, in e, on atoms 1 to 8: number 1, O, carries -0.086; number 2, O, carries -0.015; number 3, O, carries -0.156; number 4, N, carries -0.174; number 5, N, carries -0.031; number 6, C, carries 0.079; number 7, C, carries -0.318; number 8, C, carries 0.113

Max |F|, respectively: 1.540; 2.963; 16.988 eV/Å.